Here is a 12-piece molecular cluster, C72H180N12O24 overall from the OMol25 dataset. Energies are from ωB97M-V/def2-TZVPD.

Each line ends with the Löwdin charge.
Atoms and positions in Å:
C -0.715 2.340 -3.024  -0.09
O -0.162 3.424 -2.272  -0.19
C 1.117 3.114 -1.743  -0.22
C 1.763 4.292 -1.013  -0.19
N 2.899 3.822 -0.239  -0.05
C 3.456 4.665 0.792  -0.21
C 4.387 5.728 0.343  -0.26
O 3.778 6.533 -0.627  -0.17
C 4.551 7.614 -0.994  -0.13
H -0.340 2.451 -4.040  0.09
H -1.763 2.368 -3.039  0.04
H -0.408 1.336 -2.653  0.09
H 1.736 2.925 -2.605  0.11
H 1.090 2.237 -1.059  0.10
H 1.014 4.691 -0.284  0.12
H 2.070 5.035 -1.738  0.11
H 3.643 3.629 -0.869  0.07
H 4.111 3.946 1.452  0.14
H 2.707 5.191 1.435  0.13
H 5.356 5.326 -0.077  0.13
H 4.665 6.216 1.264  0.12
H 4.060 8.061 -1.849  0.09
H 5.581 7.360 -1.114  0.07
H 4.620 8.388 -0.227  0.09
C 0.194 -7.744 3.031  -0.09
O 0.977 -8.161 1.896  -0.20
C 0.856 -7.159 0.908  -0.25
C 1.683 -7.506 -0.307  -0.23
N 0.890 -8.313 -1.219  -0.05
C 1.611 -8.585 -2.458  -0.22
C 1.039 -9.849 -3.113  -0.24
O -0.323 -9.711 -3.443  -0.20
C -0.974 -10.981 -3.442  -0.10
H 0.599 -6.789 3.474  0.09
H 0.294 -8.583 3.755  0.09
H -0.862 -7.552 2.656  0.09
H 1.256 -6.200 1.320  0.12
H -0.201 -7.014 0.600  0.11
H 2.680 -7.939 0.022  0.14
H 2.050 -6.611 -0.782  0.08
H 0.846 -9.194 -0.679  0.13
H 2.701 -8.766 -2.262  0.13
H 1.562 -7.654 -3.047  0.09
H 1.207 -10.689 -2.366  0.13
H 1.650 -10.033 -4.042  0.13
H -2.016 -10.832 -3.792  0.10
H -0.975 -11.350 -2.462  0.06
H -0.366 -11.731 -4.001  0.10
C -1.811 4.643 4.855  -0.06
O -2.694 4.220 3.778  -0.22
C -4.018 4.254 4.238  -0.25
C -4.969 3.633 3.247  -0.25
N -6.244 3.286 3.759  -0.05
C -7.085 2.559 2.783  -0.19
C -6.477 1.289 2.432  -0.22
O -6.254 0.552 3.655  -0.17
C -5.857 -0.732 3.346  -0.15
H -2.309 5.338 5.467  0.06
H -0.892 5.033 4.340  0.10
H -1.520 3.784 5.467  0.08
H -4.302 5.295 4.322  0.12
H -4.117 3.773 5.208  0.11
H -4.420 2.773 2.908  0.09
H -5.113 4.342 2.355  0.15
H -6.079 2.605 4.522  0.11
H -7.262 3.287 2.051  0.11
H -8.059 2.443 3.250  0.12
H -5.544 1.497 1.890  0.11
H -7.147 0.680 1.901  0.11
H -5.528 -1.295 4.234  0.08
H -5.096 -0.786 2.567  0.08
H -6.670 -1.337 2.944  0.09
C -4.568 6.139 -6.367  -0.14
O -4.896 7.118 -5.471  -0.17
C -4.642 6.770 -4.148  -0.22
C -3.297 7.345 -3.685  -0.22
N -2.986 6.938 -2.372  -0.08
C -1.727 7.286 -1.847  -0.24
C -1.343 6.553 -0.652  -0.30
O -2.194 6.861 0.358  -0.14
C -2.042 5.968 1.447  -0.09
H -3.500 5.956 -6.373  0.09
H -4.936 6.381 -7.358  0.09
H -5.063 5.197 -6.103  0.09
H -4.578 5.673 -3.981  0.10
H -5.477 7.147 -3.587  0.12
H -3.269 8.425 -3.874  0.12
H -2.536 6.980 -4.392  0.12
H -3.744 7.116 -1.690  0.15
H -1.669 8.359 -1.829  0.12
H -0.980 7.031 -2.588  0.13
H -0.287 6.754 -0.393  0.13
H -1.322 5.466 -0.883  0.11
H -2.905 6.013 2.087  0.07
H -1.138 6.123 2.069  0.09
H -1.910 4.938 1.110  0.08
C 12.693 5.059 -0.745  -0.11
O 11.405 4.499 -0.732  -0.20
C 10.945 3.950 -1.961  -0.22
C 9.457 4.226 -2.066  -0.19
N 8.513 3.385 -1.259  -0.06
C 8.373 3.638 0.190  -0.20
C 7.213 2.809 0.675  -0.22
O 7.095 2.999 2.112  -0.20
C 6.314 1.962 2.716  -0.11
H 12.836 5.464 0.234  0.08
H 12.719 5.852 -1.494  0.09
H 13.480 4.290 -0.896  0.10
H 11.127 2.918 -1.990  0.10
H 11.351 4.433 -2.873  0.13
H 9.104 4.038 -3.080  0.10
H 9.304 5.301 -1.866  0.13
H 8.790 2.427 -1.389  0.10
H 8.245 4.717 0.319  0.13
H 9.320 3.368 0.650  0.11
H 7.396 1.684 0.472  0.14
H 6.273 3.044 0.136  0.10
H 6.799 0.955 2.674  0.10
H 5.362 1.913 2.207  0.06
H 6.195 2.290 3.733  0.08
C 0.592 -2.635 6.243  -0.09
O 0.822 -3.008 4.881  -0.20
C 1.602 -2.000 4.243  -0.22
C 2.496 -2.631 3.129  -0.19
N 3.204 -1.709 2.268  -0.06
C 3.200 -1.953 0.840  -0.20
C 3.824 -3.260 0.449  -0.22
O 5.211 -3.150 0.627  -0.16
C 5.813 -4.336 0.765  -0.19
H 1.569 -2.336 6.654  0.09
H 0.163 -3.524 6.649  0.08
H -0.134 -1.823 6.372  0.08
H 2.278 -1.538 5.019  0.11
H 1.086 -1.113 3.759  0.11
H 1.797 -3.205 2.496  0.10
H 3.272 -3.250 3.567  0.12
H 4.186 -1.670 2.555  0.11
H 3.731 -1.095 0.353  0.12
H 2.152 -1.895 0.516  0.11
H 3.638 -3.513 -0.626  0.12
H 3.375 -4.043 1.067  0.11
H 5.883 -5.044 -0.122  0.10
H 5.392 -4.975 1.640  0.11
H 6.866 -4.131 1.023  0.09
C -7.002 -2.879 -3.478  -0.08
O -5.747 -2.534 -2.883  -0.21
C -5.858 -2.390 -1.481  -0.23
C -6.776 -1.255 -1.086  -0.21
N -6.428 0.048 -1.633  -0.06
C -5.105 0.544 -1.378  -0.21
C -5.089 2.088 -1.576  -0.19
O -3.777 2.591 -1.892  -0.21
C -3.783 4.017 -1.825  -0.10
H -7.569 -1.986 -3.552  0.07
H -7.502 -3.648 -2.920  0.09
H -6.686 -3.321 -4.417  0.09
H -4.858 -2.247 -1.044  0.11
H -6.253 -3.339 -1.055  0.13
H -6.792 -1.203 -0.030  0.09
H -7.779 -1.468 -1.392  0.11
H -6.608 0.063 -2.639  0.12
H -4.292 0.084 -2.004  0.11
H -4.881 0.321 -0.274  0.13
H -5.527 2.548 -0.660  0.12
H -5.739 2.443 -2.351  0.11
H -2.756 4.309 -1.999  0.06
H -3.941 4.316 -0.765  0.10
H -4.518 4.495 -2.444  0.06
C 5.818 7.138 -4.419  -0.11
O 6.070 5.791 -4.714  -0.14
C 5.853 5.012 -3.595  -0.28
C 5.802 3.571 -4.020  -0.24
N 5.353 2.847 -2.881  -0.06
C 5.426 1.407 -3.106  -0.19
C 4.934 0.607 -1.874  -0.21
O 4.383 -0.657 -2.196  -0.22
C 3.035 -0.530 -2.570  -0.10
H 4.766 7.306 -4.128  0.09
H 5.969 7.677 -5.301  0.07
H 6.442 7.511 -3.653  0.07
H 4.878 5.146 -3.103  0.12
H 6.627 5.074 -2.797  0.12
H 6.846 3.287 -4.360  0.14
H 5.124 3.517 -4.860  0.13
H 5.986 3.133 -2.172  0.06
H 6.390 1.061 -3.414  0.10
H 4.798 1.233 -3.963  0.11
H 4.213 1.215 -1.312  0.11
H 5.843 0.395 -1.242  0.13
H 2.526 -0.316 -1.655  0.06
H 2.837 -1.620 -2.903  0.11
H 2.867 0.153 -3.442  0.10
C -4.292 -4.022 3.731  -0.10
O -4.575 -4.737 2.541  -0.19
C -3.878 -4.352 1.364  -0.21
C -3.460 -5.630 0.680  -0.24
N -2.997 -5.330 -0.669  -0.04
C -2.736 -6.643 -1.405  -0.17
C -2.716 -6.332 -2.881  -0.19
O -4.110 -6.039 -3.234  -0.21
C -4.283 -5.593 -4.547  -0.12
H -3.242 -4.141 4.038  0.09
H -4.965 -4.453 4.497  0.10
H -4.482 -2.925 3.715  0.06
H -3.002 -3.709 1.616  0.12
H -4.491 -3.862 0.631  0.09
H -4.335 -6.377 0.820  0.15
H -2.653 -6.109 1.229  0.10
H -3.802 -4.990 -1.243  0.11
H -3.593 -7.298 -1.226  0.11
H -1.760 -7.180 -1.228  0.11
H -2.363 -7.162 -3.474  0.11
H -2.128 -5.469 -3.164  0.10
H -3.710 -6.228 -5.280  0.11
H -4.078 -4.515 -4.637  0.07
H -5.300 -5.771 -4.752  0.06
C -2.919 -0.539 -4.556  -0.07
O -1.712 -1.349 -4.436  -0.18
C -1.790 -2.419 -5.342  -0.26
C -0.407 -2.959 -5.723  -0.19
N 0.053 -4.042 -4.825  -0.05
C 0.259 -3.629 -3.465  -0.23
C 1.270 -4.573 -2.816  -0.20
O 2.511 -4.251 -3.442  -0.22
C 3.539 -5.216 -3.202  -0.07
H -3.074 -0.273 -5.595  0.08
H -2.684 0.370 -3.985  0.07
H -3.872 -0.909 -4.081  0.09
H -2.315 -2.153 -6.273  0.11
H -2.414 -3.269 -5.026  0.10
H 0.264 -2.111 -5.855  0.12
H -0.597 -3.334 -6.735  0.11
H 0.980 -4.422 -5.189  0.14
H -0.646 -3.638 -2.880  0.09
H 0.594 -2.586 -3.355  0.11
H 1.096 -5.641 -3.055  0.10
H 1.252 -4.584 -1.732  0.09
H 3.098 -6.192 -3.372  0.06
H 3.809 -5.116 -2.118  0.08
H 4.366 -4.995 -3.899  0.10
C -3.660 -2.002 10.356  -0.11
O -3.097 -0.974 9.528  -0.23
C -3.799 0.282 9.463  -0.20
C -2.968 1.101 8.485  -0.25
N -2.681 0.662 7.171  -0.06
C -3.795 0.683 6.153  -0.14
C -3.107 0.497 4.813  -0.23
O -2.788 -0.848 4.676  -0.19
C -2.001 -1.161 3.607  -0.14
H -4.771 -2.176 10.329  0.09
H -3.422 -1.724 11.394  0.08
H -3.149 -2.938 10.128  0.08
H -3.871 0.745 10.487  0.13
H -4.845 0.016 9.210  0.12
H -1.949 1.178 8.926  0.13
H -3.274 2.156 8.452  0.12
H -2.201 -0.225 7.099  0.10
H -4.216 1.666 6.347  0.10
H -4.574 -0.040 6.271  0.10
H -2.149 1.062 4.881  0.13
H -3.678 0.843 3.922  0.11
H -1.602 -2.194 3.679  0.10
H -1.144 -0.493 3.480  0.07
H -2.552 -1.011 2.654  0.08
C -0.323 -3.443 0.454  -0.10
O -0.975 -2.157 0.569  -0.21
C -1.151 -1.452 -0.714  -0.16
C -1.493 -0.041 -0.389  -0.25
N -0.424 0.582 0.269  -0.01
C -0.716 1.831 0.936  -0.19
C 0.462 2.292 1.703  -0.22
O 0.591 1.406 2.819  -0.19
C 1.819 1.655 3.448  -0.13
H 0.640 -3.448 -0.061  0.06
H -0.934 -4.070 -0.191  0.06
H -0.282 -3.849 1.457  0.08
H -1.875 -2.010 -1.359  0.13
H -0.189 -1.442 -1.188  0.10
H -2.436 0.028 0.192  0.12
H -1.718 0.456 -1.323  0.09
H -0.193 -0.084 0.952  0.08
H -1.522 1.648 1.648  0.12
H -1.010 2.644 0.342  0.10
H 0.491 3.348 2.005  0.12
H 1.323 2.176 1.049  0.10
H 1.912 2.710 3.895  0.11
H 2.697 1.515 2.815  0.07
H 1.931 0.937 4.258  0.07

Its SMILES is COCCNCCOC.COCCNCCOC.COCCNCCOC.COCCNCCOC.COCCNCCOC.COCCNCCOC.COCCNCCOC.COCCNCCOC.COCCNCCOC.COCCNCCOC.COCCNCCOC.COCCNCCOC. The total energy is -5313.36727 Eh. The total charge is 0. The value obtained for the gap between HOMO and LUMO is 0.32794 hartree. The value obtained for the energy above the lowest of the compared OMol25 structures with the same formula, charge and spin is 331.37 kJ/mol.